No. 1
Below is the molecule C3H4Br3F, with properties calculated with ωB97M-V/def2-TZVPD.

Last column: natural (NBO) charge in e.
CARTESIAN COORDINATES (ANGSTROEM)
C: -0.72187 0.42224 1.03834  -0.661
C: -0.41336 -0.45228 -0.20207  -0.329
C: 0.91482 -0.02984 -0.85873  0.247
F: 1.13917 -0.83059 -1.94770  -0.352
Br: -0.19958 -2.40417 0.17398  0.020
Br: 2.41740 -0.10733 0.37644  0.086
Br: 0.68057 1.83868 -1.63702  0.011
H: -1.42153 -0.20509 1.65380  0.239
H: 0.05092 0.70473 1.77384  0.242
H: -1.16365 1.33684 0.56759  0.236
H: -1.28288 -0.27319 -0.93846  0.263

- HOMO-LUMO gap (eV) = 10.32
- E_tot (Ha) = -7938.59967
- SMILES = C[C@H](Br)C(F)(Br)Br
- LUMO (eV) = -0.089
- E_HOMO (eV) = -10.413
- energy above the lowest of the compared OMol25 structures with the same formula, charge and spin (eV) = 0.0000

No. 2
Below is a structure of composition C31H27Cl3IrN5O2S2Si, with properties calculated with ωB97M-V/def2-TZVPD.

Last column: Löwdin charge in e.
CARTESIAN COORDINATES (ANGSTROEM)
Ir: 0.86986 -0.30636 -0.54316  0.952
C: -0.57175 3.82645 2.69373  0.027
O: -0.27000 3.92315 1.25283  0.084
C: -0.25532 2.71191 0.78130  -0.330
N: -0.34966 1.75457 1.64985  -0.037
C: -0.35182 2.33867 3.02932  -0.198
C: 0.89502 2.05647 3.82556  -0.220
C: 2.16176 2.31342 3.31437  -0.070
C: 3.28125 2.13156 4.11234  -0.056
C: 3.13836 1.70492 5.42606  -0.057
C: 1.87396 1.45969 5.94296  -0.053
C: 0.75391 1.63795 5.14477  -0.032
C: -0.35791 2.53828 -0.69182  -0.182
C: -0.72143 3.61647 -1.47803  0.076
C: -1.16262 3.38924 -2.77924  0.037
C: -1.32856 2.08557 -3.21529  0.059
C: -0.90141 1.06870 -2.37939  -0.180
N: -0.33512 1.28855 -1.18676  -0.067
C: -1.05522 -0.37412 -2.63326  -0.336
N: -0.45185 -1.22750 -1.89217  0.005
C: -0.63863 -2.56331 -2.50999  -0.207
C: -1.74795 -2.27609 -3.54244  0.015
O: -1.77995 -0.80740 -3.63798  0.078
C: -0.93135 -3.65723 -1.51906  -0.200
C: -0.49449 -4.94714 -1.80161  -0.033
C: -0.80094 -5.99266 -0.94321  -0.057
C: -1.53932 -5.75071 0.20681  -0.058
C: -1.97224 -4.46364 0.49444  -0.053
C: -1.67483 -3.41961 -0.36935  -0.043
H: -1.60466 4.15072 2.79808  0.147
H: 0.10368 4.49271 3.21903  0.150
H: -1.20716 1.91717 3.55543  0.144
H: 2.28697 2.65351 2.29590  0.057
H: 4.26495 2.33396 3.70980  0.116
H: 4.01149 1.57620 6.05158  0.115
H: 1.75869 1.13349 6.96765  0.116
H: -0.23280 1.44465 5.55020  0.121
H: -0.71180 4.61095 -1.05548  0.144
H: -1.44763 4.22106 -3.40863  0.138
H: -1.77786 1.84677 -4.16945  0.146
H: 0.29134 -2.81502 -3.02421  0.130
H: -2.73090 -2.61222 -3.21862  0.148
H: -1.52570 -2.64836 -4.53710  0.144
H: 0.08801 -5.13754 -2.69717  0.121
H: -0.46638 -6.99548 -1.17248  0.114
H: -1.78362 -6.56605 0.87419  0.115
H: -2.55306 -4.27347 1.38742  0.114
H: -2.03032 -2.42249 -0.14798  0.047
C: 2.18580 1.04232 -3.89410  -0.046
C: 2.45228 -0.37356 -3.50945  -0.605
N: 2.20014 -0.86170 -2.32343  -0.047
C: 2.54281 -2.20038 -2.22736  -0.344
C: 3.05412 -2.72683 -3.36698  -0.305
S: 3.11738 -1.52648 -4.58246  1.158
C: 2.47815 -2.75667 -0.87700  -0.314
C: 3.01456 -3.89161 -0.38231  -0.291
S: 3.10638 -3.79228 1.31897  1.170
C: 2.42188 -2.22834 1.30582  -0.588
N: 2.05709 -1.85328 0.09449  -0.129
C: 2.45175 -1.38996 2.53670  -0.114
H: 2.26776 1.67186 -3.00771  0.073
H: 1.18621 1.14108 -4.32118  0.078
H: 2.89451 1.38981 -4.64334  0.093
H: 3.41522 -3.72704 -3.54214  0.096
H: 3.42712 -4.72689 -0.92308  0.098
H: 3.49666 -1.24758 2.81862  0.104
H: 1.93758 -1.86328 3.36985  0.075
H: 2.03201 -0.40683 2.35080  -0.001
Cl: 2.47891 1.22063 0.14056  0.143
Si: -0.61742 0.00994 1.13720  -0.301
Cl: -0.76491 -1.00457 2.89807  0.427
Cl: -2.59912 0.10498 0.51132  0.382

- HOMO-LUMO gap (eV) = 6.99
- E_tot (Ha) = -4192.34347
- total charge = +2
- LUMO (eV) = -6.857
- E_HOMO (eV) = -13.847
- energy above the lowest of the compared OMol25 structures with the same formula, charge and spin (eV) = 0.3641

No. 3
Below is a structure of composition C50H51F3NO11SSrTe, with properties calculated with ωB97M-V/def2-TZVPD.

Last column: Mulliken spin population.
CARTESIAN COORDINATES (ANGSTROEM)
Sr: -0.06952 1.05593 1.85597  -0.031
O: -0.92600 -3.63588 2.64377  0.000
C: -1.00266 -2.28649 2.59310  -0.005
O: -0.16593 -1.62098 2.05922  -0.012
C: -2.23359 -1.75921 3.29381  0.001
O: -2.38797 -0.39872 3.04086  0.000
C: -2.59853 0.40388 4.20654  -0.001
C: -1.28914 0.71522 4.95968  0.001
O: -1.39072 1.10803 6.13277  0.000
O: -0.22482 0.57467 4.29154  0.000
H: -0.12568 -3.87646 2.15112  0.001
H: -2.10628 -1.97121 4.36390  0.000
H: -3.09878 -2.33237 2.93867  -0.001
H: -3.30831 -0.07412 4.88774  0.000
H: -3.03266 1.34022 3.85175  0.000
F: 9.28114 -1.46009 -1.72167  0.000
C: 8.73600 -2.22291 -0.74605  0.000
F: 9.65294 -2.27921 0.23942  0.000
F: 8.67785 -3.47237 -1.26863  0.000
C: 7.41294 -1.71846 -0.28935  0.000
C: 7.15067 -1.49877 1.05748  0.000
C: 5.91070 -1.04089 1.45792  0.000
C: 4.88705 -0.78657 0.52923  0.000
C: 5.17488 -1.02260 -0.83102  0.000
C: 6.41221 -1.48032 -1.23143  0.000
C: 3.61367 -0.31428 0.93387  0.000
C: 2.47215 0.01770 1.26093  -0.001
H: 7.92377 -1.68548 1.79141  0.000
H: 5.70391 -0.86982 2.50609  0.000
H: 4.39636 -0.83005 -1.55771  0.000
H: 6.61441 -1.65183 -2.28249  0.000
C: 4.76537 2.29996 4.85161  0.000
C: 3.74697 3.00801 3.97286  0.000
S: 2.13121 2.18747 4.06018  0.001
O: 1.32762 2.83478 2.95891  -0.002
C: 1.50424 2.92106 5.59956  0.000
C: 1.06147 4.36236 5.41635  0.000
H: 5.75245 2.75083 4.73779  0.000
H: 4.83862 1.24793 4.57413  0.000
H: 4.49260 2.35456 5.90680  0.000
H: 3.99963 2.91572 2.91540  0.000
H: 3.63164 4.06500 4.21427  0.000
H: 2.28840 2.80148 6.35081  0.000
H: 0.66388 2.27547 5.86801  0.000
H: 1.90436 5.04418 5.28225  0.000
H: 0.49568 4.68857 6.29009  0.000
H: 0.41151 4.44856 4.54564  0.000
C: -6.41054 -6.18116 -3.52298  0.001
C: -5.43802 -5.17406 -2.96519  -0.007
C: -5.79761 -3.85329 -2.77159  0.012
C: -4.90332 -2.91463 -2.24913  -0.033
C: -5.41308 -1.49874 -2.11543  0.033
C: -3.59706 -3.30099 -1.91763  0.106
Te: -2.12813 -1.84302 -1.01986  0.096
N: -0.88245 -0.06902 -0.39693  0.962
C: -0.61008 1.02244 -1.08419  -0.251
O: 0.21805 1.87554 -0.67057  0.078
C: -1.29593 1.32524 -2.38904  0.035
C: -0.57163 1.29166 -3.57418  0.002
C: -1.17309 1.66097 -4.76827  0.001
C: -2.50382 2.05179 -4.78692  0.001
C: -3.23142 2.07831 -3.60225  -0.004
C: -2.62791 1.72261 -2.40524  -0.026
C: -0.74003 -2.18602 -2.62147  0.004
C: 0.58201 -2.53403 -2.32591  0.009
C: 1.10312 -2.73686 -0.93249  0.005
C: 1.48765 -2.72348 -3.37057  -0.001
C: 1.12254 -2.58537 -4.69804  0.001
C: 2.12148 -2.77673 -5.80809  0.000
C: -0.18910 -2.22939 -4.97389  0.001
C: -1.12292 -2.01065 -3.96663  -0.008
C: -2.48943 -1.55969 -4.39926  0.001
C: -3.23999 -4.64947 -2.07413  -0.007
C: -1.87685 -5.15741 -1.68191  0.018
C: -4.15178 -5.55638 -2.60157  0.011
H: -7.33509 -5.69814 -3.84092  0.000
H: -6.66559 -6.93691 -2.77602  0.000
H: -5.98512 -6.70196 -4.38371  0.000
H: -6.80378 -3.53285 -3.03122  -0.001
H: -5.36199 -0.98348 -3.07802  0.000
H: -4.83160 -0.91448 -1.40748  0.012
H: -6.45653 -1.49772 -1.79448  0.000
H: 0.46654 0.98295 -3.55185  0.002
H: -0.60167 1.62766 -5.68914  0.000
H: -2.97542 2.33414 -5.72113  0.000
H: -4.26967 2.38825 -3.60995  0.000
H: -3.18009 1.75183 -1.47253  -0.008
H: 0.40430 -2.40076 -0.17368  -0.009
H: 2.01885 -2.16612 -0.76895  0.001
H: 1.32613 -3.79841 -0.77421  0.000
H: 2.51378 -2.98016 -3.12229  0.000
H: 3.05307 -3.19535 -5.42676  0.000
H: 2.35627 -1.82512 -6.29145  0.000
H: 1.73316 -3.44740 -6.57733  0.000
H: -0.49817 -2.08602 -6.00576  0.000
H: -2.42693 -1.06523 -5.36934  0.000
H: -2.90624 -0.85057 -3.68799  0.008
H: -3.17659 -2.40161 -4.48430  0.001
H: -1.59859 -4.79307 -0.69125  -0.004
H: -1.11273 -4.80447 -2.37810  -0.002
H: -1.86131 -6.24793 -1.67489  0.001
H: -3.85301 -6.59432 -2.72349  0.003
O: -3.74945 3.44295 2.75492  0.000
C: -2.61238 3.42527 2.26394  -0.001
O: -2.04889 2.45838 1.66920  0.010
C: -1.77315 4.70465 2.36421  0.001
C: -2.12928 5.68287 3.28305  0.000
C: -1.35360 6.83028 3.47434  0.000
C: -0.22801 6.94406 2.69748  0.000
O: 0.70620 7.96454 2.69317  0.000
C: 1.68761 7.57536 1.73653  0.000
O: 1.28489 6.36448 1.12898  0.000
C: 0.11860 5.98539 1.76738  0.000
C: -0.62654 4.85260 1.57108  0.003
H: -3.02566 5.51450 3.86473  0.000
H: -1.61270 7.58641 4.20388  0.000
H: 2.65003 7.43120 2.24229  0.000
H: 1.77616 8.35690 0.97367  0.000
H: -0.35214 4.09665 0.84768  -0.005

- HOMO-LUMO gap (alpha / beta) (eV) = 6.46 / 6.88
- E_tot (Ha) = -3814.96903
- total charge = -2
- 2S+1 = 2
- LUMO (alpha / beta) (eV) = 3.587 / 3.580
- E_HOMO (alpha / beta) (eV) = -2.871 / -3.297
- ⟨S²⟩ = 0.765
- energy above the lowest of the compared OMol25 structures with the same formula, charge and spin (eV) = 0.1533

No. 4
Below is the molecule C18H22N4O5S, with properties calculated with ωB97M-V/def2-TZVPD.

Last column: natural (NBO) charge in e.
CARTESIAN COORDINATES (ANGSTROEM)
C: 5.44791 2.66351 1.46207  -0.635
C: 6.23926 1.74660 0.54049  -0.067
H: 6.90267 2.31891 -0.11149  0.186
H: 6.82080 1.03056 1.12969  0.200
O: 5.38405 1.02967 -0.34892  -0.528
C: 4.81048 -0.08374 0.15781  0.897
O: 5.00447 -0.50216 1.27485  -0.664
N: 4.02409 -0.70845 -0.75279  -0.453
C: 3.23924 -1.85387 -0.35819  -0.227
H: 3.54526 -2.14108 0.64870  0.251
H: 3.44209 -2.67761 -1.05222  0.189
C: 1.74265 -1.51310 -0.38793  -0.215
N: 1.39311 -1.00833 -1.69582  -0.432
C: 0.40936 -1.39848 -2.52848  0.687
O: 0.20980 -0.84925 -3.59516  -0.636
C: -0.47033 -2.57907 -2.12251  -0.607
H: -0.37956 -2.89505 -1.08930  0.236
H: -0.29169 -3.41493 -2.79859  0.258
S: -2.20980 -2.10545 -2.39680  0.344
C: -2.20656 -0.73028 -1.36936  0.291
N: -1.24803 -0.34172 -0.58088  -0.361
N: -1.69039 0.77601 0.02982  -0.282
C: -2.88037 1.01273 -0.40918  0.420
O: -3.27716 0.08441 -1.31309  -0.401
C: -3.77712 2.14240 -0.03187  -0.120
O: -5.10436 1.73986 0.17913  -0.481
C: -5.37551 0.85590 1.19310  0.286
C: -4.44680 0.38767 2.11318  -0.273
C: -4.84849 -0.50666 3.09364  -0.201
C: -6.15994 -0.93557 3.16797  -0.241
C: -7.08578 -0.46226 2.25091  -0.188
C: -6.69958 0.42643 1.26921  -0.256
H: -7.40288 0.80489 0.54458  0.225
H: -8.11343 -0.78979 2.29950  0.215
H: -6.46076 -1.63389 3.93388  0.214
H: -4.11875 -0.86738 3.80336  0.215
H: -3.41570 0.70380 2.08146  0.221
H: -3.34607 2.64444 0.84379  0.212
H: -3.82934 2.85478 -0.86276  0.224
C: 2.16638 0.16911 -2.04915  -0.239
H: 1.84914 0.49734 -3.03950  0.255
C: 3.65902 -0.16728 -2.04134  -0.222
H: 4.25190 0.72281 -2.24146  0.241
H: 3.86791 -0.92117 -2.80907  0.195
H: 1.95914 0.95871 -1.31848  0.197
H: 1.17399 -2.40231 -0.13236  0.212
H: 1.52386 -0.73686 0.35390  0.210
H: 4.83073 3.34340 0.87925  0.208
H: 4.80859 2.06997 2.11071  0.225
H: 6.13251 3.24183 2.07572  0.215

- HOMO-LUMO gap (eV) = 9.41
- E_tot (Ha) = -1692.52967
- SMILES = CCOC(=O)N1CCN(C(=O)CSc2nnc(COc3ccccc3)o2)CC1
- LUMO (eV) = 0.591
- E_HOMO (eV) = -8.824
- energy above the lowest of the compared OMol25 structures with the same formula, charge and spin (eV) = 2.2221